Entry from the OMol25 dataset: 2 unconnected molecules or ions with the total composition C8H10NOS (ωB97M-V/def2-TZVPD).

HOMO level (spin up / spin down) = -11.17 / -11.17 eV
LUMO level (spin up / spin down) = -6.58 / -6.58 eV
relative energy (zero: lowest compared OMol25 entry of this formula, charge and spin) = 106.0 kcal per mole
net charge = +1
frontier orbital gap (spin up / spin down) = 0.1689 / 0.1689 Ha

```
21
Properties=species:S:1:pos:R:3:forces:R:3
C 0.3329 -2.7836 1.6314 -0.35 2.14 0.32
C -0.0336 -2.9217 0.2604 0.23 1.72 -1.51
C 0.3362 -1.5566 2.1947 0.73 -2.05 0.64
C -0.1671 -1.7950 -0.5413 -0.44 -1.02 0.83
C 0.2062 -0.3405 1.4819 -1.15 -1.27 -2.39
C -0.0471 -0.4246 -0.0090 0.60 -1.95 0.98
C -0.6994 3.4618 -2.7319 4.44 0.59 4.05
C 0.3916 0.7748 2.1014 0.22 1.91 -0.10
N -0.0207 0.6363 -0.7054 0.05 1.57 2.97
O 0.1158 0.6163 -2.0121 0.04 -2.34 -2.66
S 0.3058 3.3277 -1.2594 -2.17 1.32 -4.42
H 0.5612 -3.5313 2.3223 0.15 -1.73 0.31
H -0.1666 -3.9084 -0.1528 -0.21 -0.05 -0.19
H 0.6273 -1.5490 3.2462 -0.30 0.49 -0.18
H -0.6332 -1.8927 -1.5160 0.29 -0.24 -0.14
H -1.6820 3.0744 -2.6954 -0.89 -0.28 -0.31
H 0.5719 0.7709 3.1227 0.36 0.25 1.73
H 0.4119 1.6797 1.5562 -0.04 0.98 -0.20
H -0.1660 3.9973 -3.5372 -0.71 -0.58 0.21
H 0.3290 -0.3311 -2.2373 -0.18 1.02 -0.42
H -0.5741 2.6951 -0.5192 -0.64 -0.48 0.49
```
Forces are in eV/Å.

=====

Entry from the OMol25 dataset: 8 unconnected molecules or ions with the total composition C41H55F9INO24 (ωB97M-V/def2-TZVPD).

HOMO level = -9.21 eV
LUMO level = 0.24 eV
net charge = 0
frontier orbital gap = 0.3474 Ha

```
131
Properties=species:S:1:pos:R:3:forces:R:3
C -0.0480 2.5561 -3.9096 -0.33 0.11 1.23
C -1.4257 3.0695 -3.5418 2.52 -0.63 0.53
O -2.0956 3.5638 -4.3554 -2.54 1.52 -2.14
O -1.8273 2.9711 -2.2371 -0.01 -1.15 -0.17
C -3.0468 2.1949 -2.1516 0.29 0.26 0.26
C -2.7463 0.6768 -2.3337 -1.36 0.00 0.70
N -3.3176 0.0753 -1.0986 -0.12 -0.24 0.04
C -4.6925 -0.2287 -1.4707 2.52 -1.19 -1.81
O -5.6189 0.0171 -0.8195 -2.48 0.45 1.74
C -4.6548 -0.8849 -2.8812 -0.26 1.61 1.15
C -3.4587 -0.1204 -3.4909 0.85 -0.63 -1.35
I -4.2276 1.0268 -5.1894 0.01 0.18 0.35
C -2.3624 -1.0029 -4.2000 -0.98 0.06 0.38
C -1.9541 -2.2454 -3.3578 -0.42 0.60 -0.50
C -0.4570 -2.5202 -3.2933 -1.16 -0.81 0.59
F 0.3048 -1.4525 -3.4668 0.36 0.89 0.01
F -0.1655 -3.3915 -4.2804 0.45 -0.39 -0.53
C 0.0154 -3.2050 -1.9764 0.23 0.78 -0.29
F -0.3321 -4.4768 -1.9351 -0.90 -1.01 0.00
F 1.3526 -3.1885 -1.9883 0.97 0.24 0.07
C -0.4429 -2.5000 -0.6828 1.34 -0.16 0.53
F -0.5447 -1.1885 -0.8698 -0.09 1.04 -0.41
F -1.6177 -2.9495 -0.2700 -1.10 -0.58 0.02
C 0.5435 -2.6814 0.5203 -2.01 -0.30 -0.77
F 0.8258 -3.9570 0.6509 0.73 -1.25 0.06
F 1.5935 -1.9526 0.4262 1.85 0.83 -0.37
F -0.1125 -2.3161 1.6007 -0.63 0.46 1.24
H 0.1912 2.7546 -4.9478 -0.19 0.16 0.03
H 0.6564 3.0527 -3.2340 0.19 -0.35 -0.11
H -0.0256 1.4764 -3.7599 0.27 0.07 0.17
H -3.8214 2.5926 -2.8140 0.28 -0.12 -0.19
H -3.3954 2.3396 -1.1317 0.09 -0.07 -0.02
H -1.6719 0.5091 -2.3842 -0.02 0.12 0.06
H -2.9318 -0.8424 -0.8739 0.36 0.29 0.01
H -5.6215 -0.6407 -3.3153 0.15 -0.36 -0.37
H -4.5441 -1.9618 -2.7321 0.14 0.08 -0.25
H -1.5408 -0.3289 -4.4482 0.12 -0.28 0.00
H -2.8162 -1.3302 -5.1337 0.34 -0.18 -0.03
H -2.4318 -2.1781 -2.3800 0.41 -0.09 0.06
H -2.3954 -3.1141 -3.8489 0.09 -0.10 0.24
C 2.5206 -5.5302 3.3507 0.29 -0.02 0.20
C 1.2948 -5.6790 4.2189 0.48 0.08 -0.50
C 0.5330 -4.4016 4.4602 -0.31 0.10 -0.13
O -0.1085 -4.6728 5.7127 0.20 -0.16 0.09
C 0.6733 -5.5629 6.3773 0.00 0.00 0.10
O 0.5300 -5.8674 7.5182 0.00 0.06 -0.32
O 1.6436 -6.0546 5.5610 -0.37 0.11 0.20
H 3.1592 -6.4096 3.4357 -0.11 -0.06 -0.08
H 2.2393 -5.3998 2.3062 -0.05 -0.03 0.03
H 3.1202 -4.6712 3.6576 -0.07 0.02 0.03
H 0.6434 -6.4600 3.8152 -0.07 0.05 0.06
H -0.2017 -4.1881 3.6870 -0.13 -0.02 0.16
H 1.1829 -3.5323 4.5891 0.10 -0.09 -0.07
C -9.2099 2.4520 2.4994 0.31 -0.09 0.06
C -9.3203 2.7262 1.0187 -0.04 -0.10 0.67
C -10.0155 1.6484 0.2271 -0.30 -0.01 -0.16
O -9.4468 1.8229 -1.0751 0.19 0.09 0.14
C -8.2073 2.3563 -0.8999 0.23 -0.07 -0.11
O -7.3937 2.4651 -1.7572 -0.05 0.06 0.02
O -8.0296 2.7450 0.3923 -0.17 -0.03 -0.38
H -8.4799 3.1194 2.9577 -0.11 0.09 -0.01
H -10.1729 2.5933 2.9906 0.00 0.03 -0.05
H -8.8709 1.4317 2.6863 -0.02 0.00 -0.07
H -9.7843 3.7034 0.8525 -0.03 -0.04 -0.09
H -11.0964 1.7694 0.1966 0.04 0.03 -0.20
H -9.7750 0.6402 0.5736 0.06 0.07 0.13
C 5.6118 -0.5773 -4.7863 -0.04 0.33 0.18
C 4.2759 -0.9248 -5.3951 0.66 0.06 0.32
C 4.1026 -0.4855 -6.8232 -0.01 -0.15 -0.26
O 2.6788 -0.3486 -6.9196 -0.07 0.10 0.24
C 2.2241 -0.0522 -5.6737 -0.02 0.01 0.10
O 1.1131 0.3015 -5.4284 0.15 -0.08 -0.23
O 3.2026 -0.2097 -4.7503 -0.37 0.07 -0.38
H 5.5733 -0.6752 -3.7013 0.01 -0.15 -0.04
H 6.3914 -1.2333 -5.1717 -0.07 -0.06 0.00
H 5.8872 0.4573 -5.0036 -0.05 -0.01 -0.04
H 4.0805 -1.9880 -5.2797 -0.09 0.03 -0.06
H 4.4728 -1.2146 -7.5413 -0.22 -0.03 -0.04
H 4.5539 0.4882 -7.0327 0.07 -0.02 0.12
C 9.3813 -3.7433 -7.8263 -0.08 0.35 0.03
C 8.2515 -4.4731 -7.1409 0.60 0.20 -0.35
C 7.2565 -5.1153 -8.0723 -0.04 -0.33 -0.07
O 6.0725 -5.1466 -7.2645 0.06 0.24 0.15
C 6.1630 -4.1179 -6.3852 -0.06 -0.02 0.03
O 5.2737 -3.7441 -5.6874 0.19 -0.16 -0.14
O 7.4056 -3.5675 -6.4120 -0.37 -0.23 0.05
H 9.8977 -3.0913 -7.1217 0.06 -0.13 0.04
H 10.0994 -4.4495 -8.2430 -0.03 -0.03 0.04
H 9.0090 -3.1100 -8.6335 -0.05 -0.05 0.00
H 8.6532 -5.1980 -6.4269 -0.11 -0.04 0.00
H 7.5426 -6.1188 -8.3790 -0.18 -0.06 0.11
H 7.0491 -4.5127 -8.9601 0.12 0.07 0.04
C -2.8332 5.7652 -1.4413 0.28 0.32 -0.11
C -2.9043 6.4022 -0.0753 -0.14 -0.39 -0.66
C -3.9034 7.5217 0.0507 -0.29 0.00 0.17
O -3.3444 8.2993 1.1190 0.25 -0.03 -0.03
C -2.0021 8.0956 1.0969 0.09 0.01 -0.04
O -1.2134 8.7239 1.7319 -0.35 -0.03 -0.24
O -1.6809 7.0840 0.2531 -0.14 0.29 0.36
H -1.9313 5.1686 -1.5369 -0.09 -0.11 0.11
H -3.6976 5.1244 -1.6159 0.02 -0.01 0.05
H -2.7994 6.5218 -2.2281 -0.07 0.04 0.06
H -3.0700 5.6343 0.6865 -0.02 0.09 0.07
H -4.9033 7.1766 0.3048 0.04 0.11 0.18
H -3.9553 8.1521 -0.8403 0.08 -0.11 -0.07
C 0.8877 8.7872 3.7478 0.27 -0.31 -0.02
C 2.3639 8.9425 4.0259 -0.80 0.03 0.05
C 3.0735 9.9169 3.1238 0.14 0.28 0.05
O 4.4191 9.4227 3.1519 -0.06 -0.22 0.03
C 4.3473 8.0854 3.3958 0.03 -0.15 -0.03
O 5.2647 7.3345 3.3087 -0.08 0.09 0.00
O 3.0836 7.7294 3.7480 0.43 0.20 -0.03
H 0.5001 7.8940 4.2392 0.00 0.09 0.12
H 0.3329 9.6546 4.1062 0.03 0.00 0.00
H 0.6968 8.6722 2.6871 0.07 0.04 -0.01
H 2.5251 9.1878 5.0807 0.14 0.03 -0.04
H 3.0306 10.9428 3.4838 0.21 -0.03 0.02
H 2.7168 9.8818 2.0915 -0.13 -0.08 0.06
C 1.0860 -6.4886 10.3281 -0.27 -0.02 0.33
C 1.8143 -5.9850 11.5508 -0.28 -0.31 -0.64
C 2.5383 -7.0462 12.3375 0.33 -0.02 0.07
O 2.5686 -6.4758 13.6515 -0.20 0.10 -0.04
C 1.4879 -5.6533 13.7539 -0.13 0.08 0.07
O 1.1110 -5.1594 14.7666 0.06 -0.07 -0.09
O 0.9006 -5.4807 12.5395 0.31 -0.03 0.37
H 0.3817 -5.7429 9.9681 0.15 0.06 -0.09
H 1.7852 -6.7218 9.5281 0.00 0.07 0.01
H 0.5090 -7.3873 10.5572 0.06 0.00 0.07
H 2.4870 -5.1673 11.2741 0.05 -0.02 0.10
H 3.5467 -7.2345 11.9747 0.05 0.07 0.19
H 1.9906 -7.9907 12.3869 -0.08 0.06 -0.13
```
Forces are in eV/Å.

=====

Entry from the OMol25 dataset: a molecular structure, C18H22Br2NO5W (ωB97M-V/def2-TZVPD).

HOMO level (spin up / spin down) = -15.68 / -15.68 eV
LUMO level (spin up / spin down) = -11.48 / -11.48 eV
relative energy (zero: lowest compared OMol25 entry of this formula, charge and spin) = 6.1 kcal per mole
net charge = +3
frontier orbital gap (spin up / spin down) = 0.1543 / 0.1542 Ha

```
49
Properties=species:S:1:pos:R:3:forces:R:3
W -1.0394 -0.3128 -0.3694 -0.41 -0.53 -1.50
C -1.8180 -1.9348 2.0091 -0.01 -0.02 -0.07
C -0.8840 -0.8759 2.5606 0.02 0.01 -0.02
O 0.0632 -0.4900 1.5041 -0.20 -0.02 0.12
C 0.7036 0.7628 1.7107 -0.41 0.29 0.31
C 0.8983 2.0538 -0.5358 -0.03 -0.08 -0.05
O -0.3086 1.4491 -1.0447 0.00 0.53 0.14
C -1.3259 2.2890 -1.7348 0.15 -0.08 0.10
C -2.6351 2.1000 -0.9998 -0.02 -0.05 0.08
O -2.8501 0.6572 -0.8448 0.02 0.21 0.42
C -3.8404 0.3241 0.1876 0.05 0.02 0.00
C -3.7410 -1.1619 0.4647 0.11 0.05 0.01
O -2.3151 -1.5079 0.6918 -0.20 0.14 0.50
H -2.6483 -2.0876 2.6967 -0.02 -0.01 0.00
H -1.3152 -2.8834 1.8393 0.01 -0.02 -0.03
H -0.3241 -1.2799 3.4046 0.02 0.01 0.02
H -1.4356 0.0123 2.8594 -0.01 0.03 -0.01
H 1.2555 0.7302 2.6530 0.51 -0.30 -0.27
H -0.1273 2.2474 2.6701 -0.02 -0.01 -0.01
H 1.5549 2.3090 -1.3694 0.01 -0.03 -0.02
H 0.6382 2.9452 0.0272 -0.02 0.03 -0.02
H -1.3633 1.9325 -2.7611 0.01 -0.01 -0.04
H -1.0142 3.3316 -1.7118 -0.01 0.02 0.00
H -3.4684 2.5267 -1.5571 0.03 0.02 -0.09
H -2.5894 2.5416 -0.0036 -0.01 0.01 0.03
H -4.8354 0.6123 -0.1500 -0.05 -0.14 -0.08
H -3.5790 0.9018 1.0756 -0.04 0.04 0.03
H -4.0574 -1.7662 -0.3807 0.01 -0.04 -0.01
H -4.3335 -1.4062 1.3445 0.03 -0.11 0.01
C 0.1042 -2.8785 -2.1911 -0.17 -0.08 0.19
C 1.2318 -2.0495 -1.6942 0.02 0.04 0.14
C 2.5462 -2.4036 -1.9950 0.02 0.02 -0.07
C 3.5771 -1.6765 -1.4736 0.01 -0.02 0.00
C 3.3025 -0.5601 -0.6589 0.02 0.04 -0.07
C 4.3611 0.2377 -0.1127 -0.05 0.08 0.01
Br 6.1107 -0.1775 -0.3851 0.13 -0.05 -0.02
C 4.1069 1.3910 0.6560 -0.04 -0.07 -0.02
C 2.8329 1.7683 0.9057 0.01 0.04 0.01
Br 2.5983 3.3087 1.9128 0.00 0.06 0.05
C 1.6033 1.0312 0.4198 0.02 -0.02 -0.07
O -0.2514 1.7683 1.8398 0.04 0.01 -0.08
C 1.9642 -0.2272 -0.3959 0.06 -0.07 0.20
N 0.9576 -0.9798 -0.8942 0.29 -0.04 0.23
H 0.2738 -3.2897 -3.1847 0.18 0.09 -0.01
H -0.8224 -2.3050 -2.1845 -0.07 -0.03 -0.08
H -0.0305 -3.7346 -1.5214 0.01 0.01 0.03
H 2.7316 -3.2584 -2.6310 0.00 0.01 0.00
H 4.6002 -1.9518 -1.6903 -0.01 0.00 0.00
H 4.9369 1.9670 1.0425 0.00 -0.01 -0.01
```
Forces are in eV/Å.